The following is a DFT calculation (wB97M-V/def2-TZVPD) of a molecular structure, C16H13FeNOS3Te4.

XYZ file:
```
39
C16H13FeNOS3Te4 (wB97M-V/def2-TZVPD)
Fe -0.14 -0.63 3.32
S 1.26 1.15 3.86
C 1.05 -0.07 4.92
S 1.13 -2.07 3.78
S -1.32 -0.89 4.86
Te -1.14 -2.38 2.78
Te -1.74 -4.27 4.31
Te -3.88 -6.27 0.25
Te -2.53 -4.49 1.70
C -0.42 -0.94 -0.67
C 0.89 -0.57 -0.01
O 0.96 -0.25 1.15
C 2.13 -0.64 -0.83
C 2.15 -0.35 -2.19
C 3.33 -0.45 -2.91
C 4.49 -0.88 -2.28
C 4.47 -1.19 -0.93
C 3.30 -1.06 -0.20
H -1.22 -1.06 0.06
H -0.31 -1.89 -1.21
H -0.72 -0.18 -1.39
H 1.24 -0.02 -2.69
H 3.34 -0.21 -3.96
H 5.40 -0.98 -2.85
H 5.38 -1.53 -0.44
H 3.28 -1.31 0.85
N -1.34 1.09 2.45
C -1.64 1.55 1.44
C -2.02 2.12 0.18
C -1.32 3.21 -0.33
C -1.73 3.79 -1.52
C -2.83 3.29 -2.19
C -3.52 2.20 -1.69
C -3.12 1.60 -0.50
H -0.47 3.61 0.22
H -1.19 4.64 -1.91
H -3.15 3.75 -3.12
H -4.38 1.81 -2.21
H -3.66 0.75 -0.10
```

As for the spin multiplicity: 6. For the energy above the lowest of the compared OMol25 structures with the same formula, charge and spin, the calculation gives 75.0 kcal per mole. The value obtained for the total energy is -116399.3136 eV. The orbital gap (spin up / spin down) comes out at 4.0 / 5.2 eV. As for the HOMO energy (spin up / spin down): -0.0870 / -0.1407 hartree. Its total charge is -1.

The following is a DFT calculation (wB97M-V/def2-TZVPD) of a single C10H8N2O2S molecule.

XYZ file:
```
23
C10H8N2O2S (wB97M-V/def2-TZVPD)
C 3.53 2.02 -0.23
C -0.97 -1.90 0.59
C -0.60 -1.87 -0.79
C -0.51 -0.88 1.43
C -0.03 -0.70 -1.29
C 0.12 0.19 0.92
C 0.38 0.36 -0.40
C 3.20 -0.47 0.18
C 1.23 1.51 -0.83
C 2.26 1.95 0.16
N 4.68 1.62 -0.33
N 2.65 -1.73 0.15
O 2.64 -2.12 -1.00
O 1.95 -2.16 1.05
S 4.76 -0.17 0.31
H -1.24 -2.90 0.88
H -0.77 -2.65 -1.44
H -0.77 -1.07 2.46
H 0.20 -0.72 -2.31
H 0.68 0.83 1.58
H 0.57 2.33 -1.03
H 1.59 1.28 -1.88
H 1.84 2.42 1.02
```

As for the spin multiplicity: 1. For the energy above the lowest of the compared OMol25 structures with the same formula, charge and spin, the calculation gives 205.4 kcal per mole. The value obtained for the total energy is -28401.5524 eV. The orbital gap comes out at 7.9 eV. As for the HOMO energy: -0.3260 hartree. Its total charge is 0.

The following is a DFT calculation (wB97M-V/def2-TZVPD) of a molecular structure, H24KrO12.

XYZ file:
```
37
H24KrO12 (wB97M-V/def2-TZVPD)
Kr 0.43 0.11 0.02
O 1.38 -2.79 -2.23
H 2.01 -3.43 -1.91
H 1.15 -3.09 -3.10
O -2.11 2.53 0.16
H -2.41 1.78 0.67
H -1.75 2.15 -0.64
O 3.13 -0.75 -2.11
H 3.20 -0.81 -1.15
H 2.34 -1.25 -2.32
O -1.62 -3.22 1.65
H -2.51 -3.54 1.51
H -1.20 -3.32 0.79
O -0.44 1.79 -3.19
H -1.03 1.08 -2.93
H 0.44 1.46 -2.97
O -2.61 0.59 -1.99
H -2.74 -0.36 -2.07
H -3.48 0.93 -1.77
O 1.24 1.63 3.27
H 1.71 0.81 3.08
H 1.17 1.64 4.23
O -0.76 -3.83 -0.92
H -0.89 -4.74 -1.18
H 0.09 -3.59 -1.29
O 3.51 -1.11 0.57
H 4.29 -0.58 0.77
H 3.07 -1.22 1.42
O 1.78 3.37 0.34
H 1.29 3.85 -0.33
H 1.31 3.56 1.15
O -0.39 3.51 2.17
H -0.93 3.24 1.43
H 0.07 2.72 2.43
O -2.96 0.51 1.82
H -3.15 0.75 2.73
H -2.63 -0.39 1.87
```

As for the spin multiplicity: 1. For the energy above the lowest of the compared OMol25 structures with the same formula, charge and spin, the calculation gives 24.2 kcal per mole. The value obtained for the total energy is -99889.7582 eV. The orbital gap comes out at 9.7 eV. As for the HOMO energy: -0.3687 hartree. Its total charge is 0.

The following is a DFT calculation (wB97M-V/def2-TZVPD) of 3 unconnected molecules or ions with the total composition C17H37F3O2.

XYZ file:
```
59
C17H37F3O2 (wB97M-V/def2-TZVPD)
C -1.01 0.98 -3.24
O 0.37 1.12 -3.52
C 0.98 2.17 -2.83
C 1.37 1.82 -1.36
O 0.97 0.53 -1.03
C 1.64 -0.10 0.05
C 0.77 2.84 -0.39
F 1.07 2.55 0.89
F -0.57 2.91 -0.48
F 1.26 4.07 -0.65
H -1.57 1.80 -3.70
H -1.33 0.04 -3.69
H -1.21 0.95 -2.17
H 0.35 3.07 -2.84
H 1.89 2.41 -3.37
H 2.46 1.93 -1.25
H 1.09 0.03 0.98
H 1.69 -1.16 -0.18
H 2.65 0.30 0.19
C -0.38 -2.86 -1.42
C 0.76 -3.28 -2.33
C 0.74 -2.57 -3.69
C -0.51 -2.83 -4.53
C -0.80 -4.30 -4.82
C 0.31 -5.00 -5.59
H -1.36 -3.12 -1.83
H -0.31 -3.34 -0.44
H -0.37 -1.78 -1.26
H 0.74 -4.36 -2.47
H 1.71 -3.06 -1.85
H 1.63 -2.87 -4.26
H 0.84 -1.49 -3.52
H -0.41 -2.29 -5.47
H -1.38 -2.39 -4.03
H -1.73 -4.37 -5.39
H -0.98 -4.83 -3.88
H 0.50 -4.49 -6.54
H 0.05 -6.03 -5.81
H 1.25 -5.01 -5.03
C -2.02 3.11 6.85
C -0.60 2.62 6.63
C 0.01 3.08 5.30
C -0.74 2.60 4.06
C -0.92 1.09 3.95
C 0.40 0.32 3.91
H -2.70 2.72 6.09
H -2.41 2.80 7.82
H -2.07 4.20 6.81
H -0.58 1.53 6.69
H 0.04 2.98 7.44
H 1.05 2.74 5.25
H 0.05 4.17 5.29
H -0.20 2.96 3.17
H -1.72 3.08 4.02
H -1.49 0.87 3.04
H -1.52 0.72 4.78
H 1.02 0.67 3.07
H 0.24 -0.75 3.78
H 0.98 0.46 4.82
```

As for the spin multiplicity: 1. The value obtained for the total energy is -30476.4763 eV. The orbital gap comes out at 11.0 eV. As for the HOMO energy: -0.3720 hartree. Its total charge is 0.

The following is a DFT calculation (wB97M-V/def2-TZVPD) of a gas-phase ion, C4H9NO2 (charge -2).

XYZ file:
```
16
C4H9NO2 (wB97M-V/def2-TZVPD)
O -1.69 -1.24 -3.01
C -0.68 -1.29 -2.00
C -0.70 0.08 -1.17
C 0.11 -0.13 0.19
N 0.39 1.12 0.92
C 0.88 0.95 2.26
O 2.18 1.09 2.67
H -0.86 -2.03 -1.24
H 0.46 -1.72 -2.23
H -0.25 0.85 -1.96
H -1.72 0.37 -0.84
H -0.62 -0.73 0.72
H 0.97 -0.89 0.13
H 0.94 1.64 0.26
H 0.23 1.87 2.65
H 0.37 0.06 2.65
```

As for the spin multiplicity: 1. For the energy above the lowest of the compared OMol25 structures with the same formula, charge and spin, the calculation gives 35.1 kcal per mole. The value obtained for the total energy is -9873.8303 eV. The orbital gap comes out at 6.7 eV. As for the HOMO energy: 0.0187 hartree. Its total charge is -2.

The following is a DFT calculation (wB97M-V/def2-TZVPD) of a molecular structure, C38H39AsCrGeN3O3S.

XYZ file:
```
87
C38H39AsCrGeN3O3S (wB97M-V/def2-TZVPD)
Cr 0.74 0.29 -1.06
S 0.92 0.74 1.27
C 0.19 -0.66 2.11
C 0.53 -0.88 3.44
C -0.07 -1.91 4.14
C -1.01 -2.72 3.51
C -1.36 -2.49 2.19
C -0.76 -1.46 1.47
As -1.14 -1.14 -0.40
C -1.29 -2.90 -1.20
C -0.25 -3.43 -1.95
C -0.38 -4.68 -2.54
C -1.55 -5.40 -2.37
C -2.60 -4.87 -1.63
C -2.48 -3.62 -1.05
C -2.96 -0.53 -0.59
C -3.81 -0.43 0.49
C -5.11 0.02 0.29
C -5.54 0.37 -0.99
C -4.67 0.26 -2.07
C -3.38 -0.19 -1.87
H 1.26 -0.24 3.92
H 0.20 -2.08 5.17
H -1.48 -3.53 4.06
H -2.08 -3.13 1.71
H 0.67 -2.87 -2.06
H 0.44 -5.09 -3.12
H -1.65 -6.38 -2.83
H -3.52 -5.43 -1.52
H -3.32 -3.19 -0.52
H -3.47 -0.67 1.49
H -5.79 0.11 1.13
H -6.55 0.72 -1.14
H -5.01 0.52 -3.06
H -2.71 -0.30 -2.72
C -2.23 3.66 -2.95
C -2.62 4.13 -1.55
C -1.54 3.98 -0.43
C -2.09 4.59 0.87
C -1.12 4.55 2.04
C -0.31 4.78 -0.85
O -0.23 5.97 -0.80
N 0.81 4.04 -1.32
C 0.83 2.70 -1.41
O 1.85 2.04 -1.72
N -0.27 1.95 -1.11
C -1.24 2.51 -0.25
O -1.79 1.81 0.56
H -3.05 3.87 -3.63
H -2.03 2.59 -2.99
H -1.35 4.20 -3.33
H -3.50 3.58 -1.20
H -2.87 5.19 -1.57
H -3.00 4.05 1.12
H -2.36 5.62 0.65
H -0.84 3.52 2.30
H -1.58 4.99 2.92
H -0.21 5.12 1.83
H 1.65 4.56 -1.53
Ge 3.14 0.31 0.87
C 2.86 -1.01 -0.56
C 3.47 -0.82 -1.82
C 3.68 -1.90 -2.66
C 3.31 -3.18 -2.25
C 2.71 -3.39 -1.01
C 2.47 -2.31 -0.18
C 4.10 -0.08 2.48
C 4.03 -1.30 3.16
C 4.75 -1.47 4.33
C 5.52 -0.43 4.83
C 5.60 0.78 4.15
C 4.89 0.96 2.97
H 3.57 1.64 0.27
H 3.80 0.17 -2.11
H 4.15 -1.76 -3.62
H 3.51 -4.03 -2.89
H 2.42 -4.38 -0.71
H 2.00 -2.47 0.79
H 3.43 -2.12 2.77
H 4.70 -2.41 4.86
H 6.08 -0.57 5.75
H 6.21 1.58 4.54
H 4.96 1.90 2.44
N 0.69 -0.11 -3.15
H -0.21 0.16 -3.54
H 0.85 -1.07 -3.46
H 1.39 0.48 -3.59
```

As for the spin multiplicity: 2. For the energy above the lowest of the compared OMol25 structures with the same formula, charge and spin, the calculation gives 2.6 kcal per mole. The value obtained for the total energy is -207251.1535 eV. The orbital gap (spin up / spin down) comes out at 6.7 / 7.3 eV. As for the HOMO energy (spin up / spin down): -0.5189 / -0.5183 hartree. Its total charge is +2.

The following is a DFT calculation (wB97M-V/def2-TZVPD) of a molecular structure, C23H17ClN3O2V.

XYZ file:
```
47
C23H17ClN3O2V (wB97M-V/def2-TZVPD)
V 0.06 -0.14 -0.04
C -0.59 3.48 1.93
C 0.46 3.50 2.86
C 1.32 2.43 2.90
C 1.13 1.34 2.03
N 0.09 1.33 1.13
C -0.73 2.39 1.10
C 1.95 0.18 1.94
C 3.12 -0.07 2.68
C 3.85 -1.21 2.45
C 3.40 -2.11 1.46
C 2.25 -1.82 0.77
N 1.52 -0.72 0.99
H -1.28 4.31 1.85
H 0.58 4.34 3.52
H 2.14 2.41 3.59
H -1.53 2.35 0.37
H 3.45 0.65 3.41
H 4.76 -1.42 3.00
H 3.96 -3.00 1.24
H 1.87 -2.48 -0.01
Cl -3.35 1.21 -5.98
C -3.19 0.54 -4.38
C -4.01 -0.51 -4.00
C -3.86 -1.04 -2.73
C -2.88 -0.56 -1.86
C -2.10 0.53 -2.27
C -2.26 1.09 -3.52
C -2.66 -1.21 -0.52
O -3.49 -1.98 -0.06
O -1.56 -0.90 0.05
H -4.74 -0.91 -4.68
H -4.49 -1.85 -2.40
H -1.36 0.95 -1.59
H -1.65 1.93 -3.81
N 0.98 0.44 -1.28
C 1.85 1.12 -2.00
C 1.81 1.20 -3.42
C 2.72 1.96 -4.11
C 3.71 2.68 -3.44
C 3.79 2.59 -2.06
C 2.89 1.83 -1.35
H 1.03 0.65 -3.94
H 2.67 2.00 -5.19
H 4.41 3.29 -3.99
H 4.56 3.14 -1.53
H 2.93 1.75 -0.27
```

As for the spin multiplicity: 4. For the energy above the lowest of the compared OMol25 structures with the same formula, charge and spin, the calculation gives 36.9 kcal per mole. The value obtained for the total energy is -70904.2161 eV. The orbital gap (spin up / spin down) comes out at 4.9 / 6.4 eV. As for the HOMO energy (spin up / spin down): -0.0759 / -0.1421 hartree. Its total charge is -1.

The following is a DFT calculation (wB97M-V/def2-TZVPD) of 2 unconnected molecules or ions with the total composition C23H25F4N5O4S.

XYZ file:
```
62
C23H25F4N5O4S (wB97M-V/def2-TZVPD)
O 1.24 -3.13 1.12
C 1.17 -1.94 1.42
O 0.00 -1.25 1.39
C 2.42 -1.24 1.83
C 3.67 -1.80 1.71
S 4.93 -0.71 2.22
C 3.68 0.47 2.60
N 4.00 1.74 3.12
N 5.25 2.29 2.98
C 5.20 3.50 3.50
C 6.34 4.44 3.53
C 6.19 5.76 4.00
C 7.28 6.64 4.03
C 8.54 6.22 3.60
F 9.59 7.06 3.64
C 8.70 4.91 3.13
C 7.61 4.03 3.09
C 3.88 3.74 4.04
C 3.15 2.61 3.81
C 1.72 2.37 4.28
F 0.86 2.40 3.23
F 1.35 3.34 5.15
F 1.64 1.18 4.93
N 2.45 0.06 2.35
H -0.68 -1.89 1.14
H 3.84 -2.80 1.32
H 5.22 6.13 4.34
H 7.16 7.65 4.40
H 9.67 4.59 2.79
H 7.76 3.02 2.72
H 3.55 4.63 4.56
C -7.20 -3.54 -3.48
N -6.83 -2.77 -2.29
C -5.71 -2.07 -2.09
O -5.58 -1.46 -1.03
C -4.61 -2.04 -3.17
C -3.18 -2.14 -2.61
C -2.93 -3.28 -1.60
C -3.39 -4.65 -2.11
C -1.43 -3.36 -1.32
N -4.71 -0.82 -3.98
C -5.00 -0.80 -5.28
C -5.06 0.56 -5.94
O -5.23 -1.81 -5.94
H -6.53 -4.40 -3.59
H -8.22 -3.91 -3.38
H -7.13 -2.92 -4.37
H -7.49 -2.74 -1.53
H -4.75 -2.91 -3.81
H -2.50 -2.26 -3.45
H -2.93 -1.20 -2.11
H -3.45 -3.07 -0.67
H -4.47 -4.68 -2.21
H -3.09 -5.42 -1.40
H -2.93 -4.86 -3.08
H -1.06 -2.38 -1.02
H -1.25 -4.07 -0.51
H -0.89 -3.69 -2.21
H -4.57 0.06 -3.51
H -5.88 1.13 -5.51
H -5.24 0.42 -7.01
H -4.12 1.08 -5.79
```

As for the spin multiplicity: 1. The value obtained for the total energy is -61603.7536 eV. The orbital gap comes out at 8.5 eV. As for the HOMO energy: -0.3237 hartree. Its total charge is 0.